78
Properties=species:S:1:pos:R:3:forces:R:3:mulliken_charge:R:1 method="wB97M-V/def2-TZVPD" gap_ev=6.989 largest_force_ev_per_a=0.5 total_energy_ha=-2666.2171 total_charge=-1 lumo_ev=2.41 e_above_lowest_kj_mol=0.0
H 0.127197 4.706954 -2.794762 0.0 0.0 0.0 0.37
H 2.546321 3.187776 -0.421896 0.0 0.0 0.0 0.25
H -3.193044 2.485284 4.216308 0.0 0.0 0.0 0.40
C 1.037585 4.601175 -2.203462 0.0 0.0 0.0 -1.55
O 2.988529 1.345519 -2.207100 0.0 0.0 0.1 -0.56
C -0.151483 5.336534 -0.115740 0.0 0.0 0.0 -1.74
H 2.600582 4.898704 0.054316 0.0 0.0 0.0 0.47
O -0.009799 3.011423 -0.719552 -0.5 0.0 -0.1 0.38
H -1.925291 -2.376937 0.292650 0.0 0.0 0.0 0.42
H 0.863318 -0.295506 3.815909 0.0 0.0 0.0 0.44
C -0.090994 -2.507706 1.434077 0.0 0.0 0.0 0.40
H 3.228529 -4.207510 2.476738 0.0 0.0 0.0 0.42
H -6.138600 -2.214711 0.327345 0.0 0.0 0.0 0.40
C -3.623096 -1.598478 -1.861925 0.0 0.0 0.0 -0.39
C 2.109909 -3.321121 0.875476 0.0 0.0 0.0 0.14
H -0.887556 3.104240 -1.175111 0.3 -0.1 0.2 -0.03
H -6.495495 0.207823 -0.058188 0.0 0.0 0.0 0.39
N 3.618037 0.278583 -1.996591 0.0 0.0 0.0 -0.37
H 0.256868 1.496286 0.873797 -0.1 0.0 0.0 -0.65
H -0.372798 5.078005 0.921840 0.0 0.0 0.0 0.31
H 1.430533 -3.863981 4.147247 0.0 0.0 0.0 0.37
H 0.362858 6.300125 -0.134775 0.0 0.0 0.0 0.43
H 2.890439 -3.469798 0.139934 0.0 0.0 0.0 0.05
N 3.089500 -0.783547 -2.515607 0.0 0.0 0.0 0.92
C 3.086895 -3.186907 -2.572988 0.0 0.0 0.0 -0.12
C 0.919895 -2.718188 0.494096 0.0 0.0 0.0 -0.10
S -1.236089 2.110629 -4.023682 0.1 -0.1 0.2 -0.55
H -2.795087 -2.093814 -2.355641 0.0 0.0 0.0 0.24
C -2.374389 1.715414 -2.756173 0.1 0.2 0.2 0.23
C -0.023551 0.318538 3.907784 0.0 0.0 0.0 -0.29
C -1.375017 -1.827106 1.060200 0.0 -0.1 0.0 -1.63
H 1.605551 5.534812 -2.243005 0.0 0.0 0.0 0.46
S -1.223053 -0.179372 0.297530 0.0 0.2 -0.1 0.75
H 5.510798 -1.131300 -1.401266 0.0 0.0 0.0 0.47
H 1.735773 3.726198 1.064449 0.0 0.0 0.0 0.31
C 4.920989 -4.466259 -1.673804 0.0 0.0 0.0 -0.54
C 1.292863 -3.541286 3.122610 0.0 0.0 0.0 -0.65
H -2.351974 -0.140621 -3.498924 0.0 0.0 0.0 0.25
H 0.779831 -2.385461 -0.526581 0.0 0.0 0.0 0.41
C -1.716558 1.342175 5.274591 0.0 0.0 0.0 -0.41
H -3.255978 2.042026 -1.095074 0.1 0.1 -0.1 0.14
C -0.605388 0.846671 2.758914 0.0 0.0 0.0 0.21
H 1.636388 3.807052 -2.653484 0.0 0.0 0.0 0.22
H -2.146585 1.535371 6.248997 0.0 0.0 0.0 0.38
H 0.857899 -0.072271 1.445768 0.0 0.0 0.0 0.48
C 5.007657 -2.054359 -1.643996 0.0 -0.1 0.1 -0.30
C -1.749898 1.632266 2.886696 0.0 0.0 0.0 -0.10
Ag 0.663440 1.115094 -2.654070 -0.1 0.1 -0.4 0.43
O 1.979463 -0.817294 -3.191077 0.0 0.1 0.0 -0.85
C -2.303444 1.873944 4.134491 0.0 0.0 0.0 -0.80
H -1.094699 5.436518 -0.655940 0.0 0.0 0.0 0.37
H 3.155979 -5.323039 -2.538075 0.0 0.0 0.0 0.33
N -2.651156 2.503777 -1.775003 0.1 0.1 0.1 -0.74
H -0.102125 0.154210 6.041812 0.0 0.0 0.0 0.39
C 0.107127 -2.927546 2.746201 0.0 0.1 0.0 -0.46
H -4.296244 -3.368384 -0.881734 0.0 0.0 0.0 0.40
C -5.683041 -0.307956 -0.556024 0.0 0.0 0.0 -0.72
C -0.014411 0.580717 1.408674 0.1 0.0 0.0 -0.14
C 2.299040 -3.734097 2.187125 0.0 0.0 0.0 -0.62
O -0.496909 -0.384335 -0.989592 -0.1 -0.2 0.0 -0.24
H 5.377442 -5.421593 -1.449168 0.0 0.0 0.0 0.38
N -2.917708 0.436886 -2.897347 -0.1 -0.1 -0.3 -0.16
H -2.202795 2.061167 2.000940 0.0 0.0 0.0 0.49
H -2.034851 -1.703504 1.921316 0.0 0.0 0.0 0.49
C 3.678091 -4.408755 -2.284883 0.0 0.0 0.0 -0.43
C -4.460978 -2.306670 -1.021629 -0.1 0.0 0.0 -0.31
H -5.065885 1.458716 -1.592252 0.0 -0.1 0.0 0.65
C 0.703057 4.245217 -0.758439 0.1 0.0 -0.1 1.70
H -0.670039 -2.755735 3.481942 0.0 0.0 0.0 0.41
C 3.746253 -2.011649 -2.236201 0.0 0.0 0.0 -0.12
C -5.491930 -1.664397 -0.343105 0.0 0.0 0.0 -0.60
H 2.122683 -3.107895 -3.052223 0.0 0.0 0.0 0.43
C 1.979539 4.000694 0.035384 0.0 0.0 0.0 -1.61
C -4.859578 0.411885 -1.409790 -0.1 0.0 0.0 -0.21
C 5.581175 -3.282134 -1.361600 0.0 0.0 0.0 -0.44
H 6.558435 -3.313935 -0.895991 0.0 0.0 0.0 0.35
C -3.797366 -0.220900 -2.059447 0.1 -0.2 0.2 0.18
C -0.571609 0.567634 5.157797 0.0 0.0 0.0 -0.70